[1]
Entry from the Open Molecules 2025 dataset: the molecule C2HFN2O at a distorted geometry (ωB97M-V/def2-TZVPD).

```
7
Properties=species:S:1:pos:R:3:nbo_charge:R:1
F -2.20184 -0.69137 -0.05529 -0.25
C -1.03352 -0.17490 0.05646 0.84
N -0.28729 -0.06756 -0.99339 -0.52
C 0.94639 0.29218 -0.34416 0.14
N 0.93929 0.39238 1.01359 -0.12
O -0.38622 -0.01616 1.17935 -0.32
H 2.02319 0.26543 -0.85656 0.23
```

Output
LUMO level = 0.67 eV
Kohn-Sham gap = 11.806 eV
relative energy (zero: lowest compared OMol25 entry of this formula, charge and spin) = 111.2 kJ/mol
maximum force = 5.22 eV/A
energy = -9832.8281 eV
SMILES string = Fc1ncno1

[2]
Entry from the Open Molecules 2025 dataset: a cluster of 3 separate species, C3H13N2O2S in total at a distorted geometry (ωB97M-V/def2-TZVPD).

```
21
Properties=species:S:1:pos:R:3:nbo_charge:R:1
C 2.17615 -0.57320 -0.47190 -0.25
C 0.65818 -0.16976 -0.76561 -0.52
S 0.50326 1.64869 -1.26059 -0.71
N 2.40618 -1.80275 0.25786 -0.68
C 1.58102 -1.87681 1.49933 -0.07
N 0.46011 -2.68722 1.17172 -0.86
H 2.86632 0.21699 -0.18622 0.17
H 2.66027 -0.74100 -1.43151 0.18
H 0.33662 -0.55253 -1.74124 0.21
H 0.09359 -0.55210 0.02184 0.16
H 3.33138 -1.99787 0.23574 0.35
H 2.16165 -2.37586 2.21915 0.17
H 1.40584 -0.79490 1.62924 0.20
H 0.92170 -3.55950 0.90242 0.35
H -0.19676 -2.44507 0.35823 0.38
H -5.65590 3.52167 -1.52622 0.47
H -5.60913 2.57089 -0.48190 0.47
O -6.28443 2.92503 -1.01861 -0.93
H -1.35666 2.49612 -0.44851 0.51
H -0.86531 3.52794 0.77323 0.47
O -1.59410 3.22124 0.26354 -1.05
```

Output
LUMO level = 3.51 eV
Kohn-Sham gap = 6.438 eV
relative energy (zero: lowest compared OMol25 entry of this formula, charge and spin) = 284.4 kJ/mol
maximum force = 4.22 eV/A
total charge = -1
energy = -21231.4206 eV

[3]
Entry from the Open Molecules 2025 dataset: the molecule C3H5F at a distorted geometry (ωB97M-V/def2-TZVPD).

```
9
Properties=species:S:1:pos:R:3:nbo_charge:R:1
C 0.16623 0.00481 1.13353 -0.65
C 0.05479 -0.48630 -0.26064 -0.26
C -0.22928 0.24024 -1.33096 0.22
F -0.51487 1.60344 -1.28734 -0.36
H 0.10827 1.07083 1.21017 0.22
H 1.10095 -0.26720 1.50792 0.22
H -0.64055 -0.46515 1.69402 0.22
H 0.32540 -1.56038 -0.39968 0.22
H -0.37094 -0.14029 -2.26702 0.16
```

Output
LUMO level = 1.13 eV
Kohn-Sham gap = 10.793 eV
relative energy (zero: lowest compared OMol25 entry of this formula, charge and spin) = 8.4 kJ/mol
maximum force = 2.75 eV/A
energy = -5908.5437 eV
SMILES string = C/C=C\F

[4]
Entry from the Open Molecules 2025 dataset: a structure of composition C20H35AsBrCoF6N6O8S2Si2 (ωB97M-V/def2-TZVPD).

```
82
Properties=species:S:1:pos:R:3:lowdin_spin:R:1
Co 0.31108 0.19480 0.18095 0.96
N 2.02602 1.09669 1.11185 0.02
C 1.63675 1.30443 2.52608 0.00
C 2.44625 2.39931 3.27659 0.00
C 3.90403 2.63473 2.86463 0.00
C 4.95129 1.57832 3.24943 0.00
N 4.79321 0.23434 2.75055 0.00
C 5.27028 -0.26241 1.57480 0.00
N 5.71702 0.66366 0.64076 0.00
N 5.30331 -1.52942 1.43051 0.00
C 0.12693 1.66034 2.53135 0.00
O -0.33305 2.20602 3.52051 0.00
O -0.50957 1.39570 1.44965 -0.02
H 2.90830 0.62849 0.98680 0.00
H 2.10422 1.97931 0.61726 0.00
H 1.73665 0.34327 3.03568 0.00
H 2.38809 2.20161 4.34957 0.00
H 1.91995 3.34592 3.12935 0.00
H 4.22914 3.56062 3.35064 0.00
H 3.94904 2.84743 1.79045 0.00
H 5.00600 1.51301 4.33800 0.00
H 5.92827 1.93788 2.91599 0.00
H 4.49089 -0.47643 3.39088 0.00
H 5.32838 1.59157 0.68218 0.00
H 5.75833 0.30890 -0.30113 0.00
H 2.73268 -2.80100 2.20169 0.00
H 5.64881 -1.77571 0.51299 0.00
F -5.60374 2.84719 -1.03275 0.00
C -5.25513 1.55755 -1.10533 0.00
F -5.17717 1.23271 -2.39991 0.00
F -6.22886 0.83111 -0.55460 0.00
S -3.63874 1.30831 -0.23449 0.00
O -2.68850 1.87389 -1.16967 0.00
O -3.85646 1.96758 1.00923 0.00
N -3.59760 -0.25047 -0.07662 0.00
S -2.66822 -1.29612 -0.78105 0.00
O -1.35443 -0.85154 -1.18729 0.02
O -2.78012 -2.55162 -0.10955 0.00
C -3.47027 -1.61322 -2.41773 0.00
F -2.98503 -2.74094 -2.94363 0.00
F -3.22089 -0.62087 -3.27515 0.00
F -4.79234 -1.74581 -2.28964 0.00
Br 2.67680 2.30762 -1.95270 0.00
C 1.71881 -1.09549 -2.06353 0.00
C 2.39950 -2.26805 -2.51038 0.00
C 2.73924 -3.32518 -1.69980 0.00
C 2.40202 -3.26393 -0.34593 0.00
C 1.74519 -2.13365 0.07172 0.00
N 1.43251 -1.10462 -0.74016 -0.02
C 1.21169 -1.98689 1.44158 0.00
O 1.82863 -2.60527 2.45323 0.00
O 0.21734 -1.31101 1.64526 0.01
H 2.63600 -2.33206 -3.56930 0.00
H 3.24534 -4.20045 -2.09344 0.00
H 2.61987 -4.06962 0.34177 0.00
C 0.43120 0.29401 -4.72257 0.00
Si -0.09101 1.92829 -4.00531 0.01
C -1.88615 2.26319 -4.44423 0.00
C 0.94723 3.30478 -4.75673 0.00
As 0.25051 1.91465 -1.62196 0.01
Si -0.20892 4.21996 -1.05580 0.00
C -0.82171 4.38180 0.69863 0.00
C 1.30794 5.31364 -1.23323 0.00
C -1.51422 4.87932 -2.23395 0.00
H 0.28926 0.32703 -5.80900 0.00
H -0.15172 -0.52675 -4.30252 0.00
H 1.47290 0.08967 -4.47909 0.00
H -2.04731 3.32109 -4.65535 0.00
H -2.58880 1.95518 -3.67089 0.00
H -2.11367 1.69591 -5.35183 0.00
H 0.50692 3.56633 -5.72475 0.00
H 1.97717 2.98481 -4.91235 0.00
H 0.96900 4.20619 -4.14272 0.00
H 0.00066 4.36053 1.41859 0.00
H -1.52122 3.59962 0.98745 0.00
H -1.32007 5.35314 0.78903 0.00
H 2.06039 5.07328 -0.47974 0.00
H 0.97800 6.34556 -1.06850 0.00
H 1.78906 5.24930 -2.20875 0.00
H -2.39685 4.24003 -2.25939 0.00
H -1.13251 4.98246 -3.25178 0.00
H -1.81951 5.87173 -1.88736 0.00
```

Output
LUMO level (spin up / spin down) = 2.04 / 2.05 eV
Kohn-Sham gap (spin up / spin down) = 6.751 / 6.791 eV
relative energy (zero: lowest compared OMol25 entry of this formula, charge and spin) = 170.4 kJ/mol
maximum force = 0.86 eV/A
total charge = -1
energy = -268873.0627 eV
spin multiplicity = 2